[1]
This record from the OMol25 dataset describes a cluster of 3 separate species, C7H22N5 in total at a distorted geometry. The level of theory is ωB97M-V/def2-TZVPD.

Calculated values
DFT total energy: -553.3051 hartree
net charge: +1
frontier orbital gap: 7.61 eV
relative energy (zero: lowest compared OMol25 entry of this formula, charge and spin): 0.00 kcal/mol

```
34
Properties=species:S:1:pos:R:3:nbo_charge:R:1
C 1.11 -2.28 -1.74 -0.6280
C -0.54 -1.47 3.35 -0.4073
C -2.72 1.68 0.73 -0.4261
C 0.35 2.78 0.35 -0.4307
C 1.58 -0.93 -2.32 -0.2426
C 1.40 -2.03 2.08 0.0383
C 1.46 -0.84 1.51 -0.6022
N 0.37 -2.40 2.85 -0.5959
N -2.46 1.28 -0.66 -0.8476
N 0.04 1.83 -0.71 -0.3162
N 0.72 0.08 -1.88 -0.2614
N 0.94 1.01 -1.07 0.1442
H 2.03 -2.98 -1.79 0.2434
H 0.89 -2.15 -0.74 0.2299
H 0.23 -2.72 -2.31 0.2229
H -1.01 -0.80 2.54 0.1481
H -1.29 -1.90 4.02 0.2247
H -0.04 -0.78 3.99 0.2034
H -2.46 2.76 0.84 0.2018
H -3.62 1.39 1.21 0.2185
H -1.93 1.11 1.37 0.1902
H -0.50 2.92 0.98 0.2185
H 1.23 2.59 0.90 0.2384
H 0.59 3.65 -0.20 0.2234
H 2.58 -0.58 -2.05 0.2379
H 1.62 -0.98 -3.42 0.2287
H -3.17 1.63 -1.28 0.3877
H 2.06 -2.84 1.68 0.2103
H 2.43 -0.56 0.99 0.2064
H 0.78 -0.11 1.55 0.1744
H 0.06 -3.41 2.96 0.4060
H -2.61 0.26 -0.68 0.3759
H -0.97 1.80 -0.79 0.4179
H -0.31 -0.02 -2.09 0.3668
```

[2]
This record from the OMol25 dataset describes a cluster of 4 separate species, C24H33I2N7O4S in total at a distorted geometry. The level of theory is ωB97M-V/def2-TZVPD.

Calculated values
DFT total energy: -2611.9761 hartree
net charge: 0
frontier orbital gap: 8.56 eV

```
71
Properties=species:S:1:pos:R:3:mulliken_charge:R:1
C 1.01 1.17 -5.98 -0.6642
C 0.14 0.08 -5.24 -0.2838
I -0.93 -1.35 -6.52 0.0226
C 0.06 0.00 -3.82 -1.0408
I -1.17 -1.67 -3.09 0.0947
C 0.83 1.00 -2.85 2.2875
C 0.38 0.57 -1.38 -1.4282
C 0.92 1.49 -0.19 -0.2443
N 2.27 2.03 -0.38 -0.2465
N -0.11 2.51 0.14 -0.5121
N 0.99 0.59 1.03 -0.8059
O 2.26 0.77 -3.08 -0.0869
S 3.15 2.07 -3.57 1.1857
O 4.06 1.89 -4.76 -0.6405
O 4.11 2.69 -2.58 -0.6415
O 1.83 3.09 -3.79 -0.4816
C 0.64 2.58 -3.12 0.2484
C -0.78 3.01 -3.76 -0.6292
C -0.71 4.56 -4.15 -0.6405
N -0.62 5.40 -2.92 -0.6722
H 0.72 2.23 -5.77 0.1458
H 0.85 1.02 -7.10 0.4939
H 2.09 0.92 -5.79 0.1388
H 0.70 -0.50 -1.12 0.5493
H -0.76 0.68 -1.36 0.4441
H 3.00 1.42 0.00 0.2224
H 2.28 2.93 0.13 0.2784
H 0.22 3.46 -0.01 0.2601
H -0.51 2.37 1.07 0.2250
H 1.72 -0.10 0.87 0.3516
H 0.07 0.14 1.13 0.1819
H 0.64 3.25 -2.19 -0.1161
H -1.53 2.84 -2.92 0.3531
H -1.09 2.35 -4.61 0.3840
H -1.65 4.83 -4.73 0.3499
H 0.20 4.78 -4.77 0.2764
H -1.14 4.99 -2.14 0.2895
H 0.37 5.42 -2.61 0.3631
N 3.75 -2.41 -1.16 -0.3326
C 4.31 -1.37 -1.81 0.2893
C 5.45 -1.47 -2.59 -0.8890
C 6.05 -2.72 -2.72 -0.2280
C 5.49 -3.81 -2.06 -0.4004
C 4.35 -3.60 -1.31 -0.2669
H 3.81 -0.42 -1.67 0.3121
H 5.86 -0.60 -3.08 0.3962
H 6.95 -2.84 -3.32 0.3785
H 5.94 -4.79 -2.14 0.3587
H 3.88 -4.42 -0.78 0.3627
N -1.67 -2.02 2.08 -0.4881
C -1.88 -1.94 3.40 -0.3841
C -3.10 -1.62 3.97 -0.0875
C -4.17 -1.35 3.13 -0.1092
C -3.98 -1.41 1.76 -0.5587
C -2.72 -1.75 1.29 -0.1282
H -1.01 -2.16 4.02 0.3771
H -3.21 -1.58 5.05 0.2801
H -5.14 -1.09 3.54 0.3561
H -4.79 -1.21 1.07 0.3700
H -2.52 -1.82 0.22 0.3687
N -4.24 -3.30 7.17 -0.4954
C -4.90 -2.17 7.46 -0.0662
C -4.90 -1.57 8.71 -0.5013
C -4.17 -2.17 9.72 -0.1491
C -3.47 -3.33 9.45 -0.4060
C -3.54 -3.86 8.17 -0.1600
H -5.46 -1.75 6.63 0.3629
H -5.45 -0.66 8.88 0.3502
H -4.14 -1.72 10.71 0.3606
H -2.89 -3.83 10.22 0.3484
H -3.01 -4.77 7.91 0.3677
```

[3]
This record from the OMol25 dataset describes a structure of composition C39H40BINO6Zr at a distorted geometry. The level of theory is ωB97M-V/def2-TZVPD.

Calculated values
DFT total energy: -2385.8160 hartree
net charge: +1
frontier orbital gap: 7.46 eV
relative energy (zero: lowest compared OMol25 entry of this formula, charge and spin): 13.73 kcal/mol

```
89
Properties=species:S:1:pos:R:3:mulliken_charge:R:1
Zr 0.44 1.44 -0.55 -1.4460
C -2.19 2.56 2.59 -1.9979
C -1.08 3.09 1.73 1.0527
C 0.23 2.69 2.00 1.8387
C 0.48 1.72 3.13 -2.4741
C 1.31 3.24 1.26 0.8358
C 2.73 2.93 1.66 -2.4321
C 1.05 4.20 0.26 1.6417
C 2.20 4.85 -0.45 -2.6365
C -0.28 4.58 -0.02 1.1762
C -0.52 5.70 -1.00 -2.0994
C -1.34 3.97 0.67 1.2450
C -2.77 4.24 0.28 -2.7553
H -2.40 1.52 2.33 0.1849
H -3.10 3.14 2.49 0.4896
H -1.90 2.57 3.64 0.3689
H 0.28 2.21 4.09 0.4743
H 1.50 1.35 3.16 0.3826
H -0.18 0.85 3.06 0.4352
H 2.91 1.86 1.79 0.3295
H 2.94 3.40 2.62 0.4029
H 3.45 3.29 0.94 0.4498
H 2.81 4.12 -0.98 0.3167
H 2.86 5.36 0.26 0.4870
H 1.88 5.58 -1.19 0.4154
H 0.02 6.59 -0.68 0.4673
H -1.57 5.98 -1.08 0.3919
H -0.15 5.44 -1.99 0.3507
H -2.87 4.51 -0.76 0.5274
H -3.20 5.06 0.87 0.3757
H -3.39 3.36 0.44 0.5323
I 3.29 1.14 -1.51 0.2291
C 3.07 2.27 -3.24 0.5733
C 4.09 2.50 -4.12 -0.6033
C 3.82 3.24 -5.30 -0.6689
C 2.56 3.69 -5.56 -0.9799
C 1.50 3.45 -4.66 0.8160
C 0.18 3.88 -4.92 -0.7902
C -0.82 3.64 -4.02 -1.1719
C -0.53 2.97 -2.81 -0.7045
C 0.73 2.52 -2.50 1.6297
C 1.76 2.74 -3.46 -0.2012
H 5.09 2.13 -3.94 0.4718
H 4.62 3.42 -6.00 0.4106
H 2.36 4.23 -6.48 0.4395
H -0.03 4.39 -5.85 0.4111
H -1.84 3.96 -4.23 0.4571
H -1.36 2.83 -2.11 0.2938
O -0.79 0.03 -1.72 -0.7024
C -1.55 -0.10 -0.71 1.1070
O -1.53 0.89 0.11 0.3595
C -2.28 -1.33 -0.39 -0.2282
C -3.14 -1.38 0.71 -0.2794
C -3.73 -2.58 1.06 -1.0527
C -3.46 -3.73 0.34 -0.3034
C -2.60 -3.66 -0.74 -0.4925
C -2.00 -2.47 -1.14 -0.0199
N -2.27 -4.90 -1.47 1.2189
O -1.44 -4.82 -2.35 -0.6100
O -2.83 -5.91 -1.11 -0.6326
H -3.32 -0.48 1.28 0.4954
H -4.41 -2.62 1.91 0.4551
H -3.90 -4.68 0.61 0.6011
H -1.33 -2.45 -1.98 0.6620
C -1.01 -6.80 1.84 -1.4867
C 0.16 -6.07 2.51 1.8964
C -0.25 -5.74 3.94 -2.0962
C 1.38 -7.00 2.55 -1.7227
C 0.52 -4.83 1.70 0.7990
C 0.83 -4.97 0.34 -0.5688
C 1.20 -3.90 -0.47 -1.9861
C 1.24 -2.67 0.14 0.8242
O 1.52 -1.42 -0.41 -0.2338
B 1.28 -0.50 0.61 0.7290
O 0.98 -1.15 1.80 -0.4457
C 0.93 -2.50 1.48 0.5936
C 0.58 -3.56 2.29 -0.8892
H -1.28 -7.69 2.42 0.5005
H -0.78 -7.13 0.83 0.3361
H -1.89 -6.16 1.79 0.2280
H -0.53 -6.65 4.46 0.4210
H -1.11 -5.07 3.96 0.4219
H 0.56 -5.27 4.50 0.3663
H 1.15 -7.90 3.12 0.4655
H 2.23 -6.51 3.03 0.3866
H 1.69 -7.30 1.55 0.3313
H 0.79 -5.95 -0.10 0.4748
H 1.43 -4.04 -1.51 0.5256
H 0.35 -3.39 3.33 0.6087
```

[4]
This record from the OMol25 dataset describes a structure of composition C41H41F10N6O6PSY at a distorted geometry. The level of theory is ωB97M-V/def2-TZVPD.

Calculated values
DFT total energy: -4143.5055 hartree
net charge: -1
frontier orbital gap: 6.43 eV
relative energy (zero: lowest compared OMol25 entry of this formula, charge and spin): 24.40 kcal/mol

```
107
Properties=species:S:1:pos:R:3:mulliken_charge:R:1
Y -0.94 0.52 -0.44 0.3046
C 1.54 0.56 -3.09 -1.5980
N 1.04 -0.45 -2.15 1.6495
C 2.14 -0.73 -1.22 -1.4596
C 1.76 -1.62 -0.06 -1.6489
N 0.69 -1.00 0.71 2.6417
C 0.61 -1.38 2.00 -0.8520
C -0.26 -0.68 2.85 -0.9904
F -0.95 0.34 2.29 0.2755
C -0.45 -0.91 4.19 0.1881
F -1.29 -0.13 4.90 -0.3983
C 0.25 -1.93 4.82 0.6935
F 0.11 -2.16 6.13 -0.4087
C 1.10 -2.68 4.03 0.3332
F 1.79 -3.68 4.60 -0.4117
C 1.26 -2.44 2.68 0.2421
F 2.08 -3.30 2.03 -0.4674
C 0.77 -1.70 -2.91 -0.7856
C -0.45 -1.63 -3.83 -1.4336
N -1.60 -2.36 -3.34 -0.1452
C -1.56 -3.69 -3.26 -0.0754
C -0.49 -4.60 -3.51 -0.0176
F 0.67 -4.15 -4.07 -0.4002
C -0.54 -5.95 -3.22 0.3245
F 0.55 -6.71 -3.43 -0.3398
C -1.69 -6.54 -2.73 0.5919
F -1.72 -7.85 -2.40 -0.3515
C -2.80 -5.73 -2.57 0.2770
F -3.95 -6.27 -2.15 -0.3595
C -2.74 -4.39 -2.86 0.1766
F -3.90 -3.68 -2.77 -0.4641
H 2.48 0.20 -3.54 0.4485
H 0.82 0.75 -3.88 0.4556
H 1.72 1.50 -2.58 0.0127
H 2.98 -1.18 -1.76 0.3800
H 2.49 0.23 -0.83 0.1441
H 1.48 -2.62 -0.43 0.7666
H 2.66 -1.76 0.53 0.6234
H 1.68 -1.94 -3.48 0.3678
H 0.61 -2.51 -2.21 0.3077
H -0.76 -0.58 -3.92 0.3602
H -0.15 -1.94 -4.84 0.1353
O -1.45 2.96 2.39 -0.2868
S -2.09 2.95 0.82 -0.1438
O -0.85 2.88 0.00 -0.3187
O -2.64 1.57 0.81 -0.2096
C -0.39 3.79 2.68 -0.0755
C -0.69 4.89 3.48 -0.2462
C 0.31 5.75 3.89 -0.5806
C 1.63 5.51 3.50 -0.8842
C 1.91 4.42 2.71 -0.4941
C 0.93 3.53 2.28 0.4317
P 1.42 2.05 1.26 2.5989
C 2.61 2.90 0.12 0.6484
C 4.00 2.94 0.29 -0.2851
C 4.81 3.60 -0.62 -0.7635
C 4.25 4.24 -1.72 -0.6448
C 2.88 4.23 -1.89 -0.4112
C 2.07 3.57 -0.98 -1.3029
C 2.50 1.18 2.46 0.1718
C 2.20 1.23 3.82 -0.9703
C 2.86 0.41 4.73 -0.6683
C 3.83 -0.48 4.30 -0.8103
C 4.13 -0.55 2.95 -0.9590
C 3.47 0.26 2.04 -0.3181
H -1.72 5.04 3.77 0.4787
H 0.07 6.60 4.52 0.3822
H 2.42 6.18 3.82 0.4480
H 2.94 4.24 2.41 0.4074
H 4.46 2.46 1.15 0.4511
H 5.88 3.62 -0.46 0.4306
H 4.89 4.75 -2.43 0.3865
H 2.42 4.71 -2.74 0.5189
H 1.00 3.58 -1.12 0.3675
H 1.43 1.90 4.18 0.3120
H 2.60 0.47 5.78 0.4383
H 4.33 -1.13 5.00 0.3910
H 4.87 -1.25 2.59 0.3802
H 3.70 0.17 0.99 0.6790
C -3.10 -1.57 1.55 -1.5424
N -2.40 -1.67 0.25 2.1460
C -1.66 -2.95 0.21 -0.3845
C -3.41 -1.79 -0.83 1.7514
C -4.24 -0.55 -1.01 -1.8003
N -3.49 0.49 -1.74 1.4212
C -3.39 0.12 -3.16 -1.1356
C -4.27 1.73 -1.67 -1.4807
H -3.95 -2.27 1.57 0.4143
H -3.46 -0.56 1.73 0.2657
H -2.42 -1.84 2.35 0.2319
H -0.92 -2.98 1.00 -0.0880
H -2.35 -3.79 0.33 0.5838
H -1.16 -3.05 -0.75 -0.5190
H -4.07 -2.64 -0.61 0.5868
H -2.88 -2.02 -1.75 -2.0376
H -4.55 -0.13 -0.06 0.3976
H -5.15 -0.82 -1.57 0.4684
H -2.82 -0.79 -3.31 0.2066
H -4.40 -0.03 -3.57 0.4274
H -2.92 0.94 -3.70 0.3265
H -5.23 1.60 -2.18 0.4295
H -3.72 2.54 -2.15 0.2067
H -4.46 2.00 -0.63 0.4086
O 0.02 3.33 -3.52 -0.6746
N -0.94 2.94 -2.86 0.8303
O -1.86 3.67 -2.52 -0.7002
O -0.91 1.71 -2.43 -0.3811
```

[5]
This record from the OMol25 dataset describes a cluster of 12 separate species, C4H32NO14 in total at a distorted geometry. The level of theory is ωB97M-V/def2-TZVPD.

Calculated values
DFT total energy: -1279.5385 hartree
net charge: +1
frontier orbital gap: 10.76 eV
relative energy (zero: lowest compared OMol25 entry of this formula, charge and spin): 39.17 kcal/mol

```
51
Properties=species:S:1:pos:R:3:nbo_charge:R:1
C 1.59 -0.25 0.64 -0.0854
O 0.95 -0.85 1.79 -0.7748
C 0.60 -0.17 -0.51 -0.0714
C 1.30 0.72 -1.55 -0.5597
C 0.61 0.64 -2.93 0.8236
O -0.32 1.63 -3.01 -0.7370
O 0.60 -0.14 -3.85 -0.5884
N -0.75 0.37 -0.06 -0.7857
H 1.82 0.67 1.20 0.2222
H 2.35 -0.97 0.32 0.2161
H 0.79 -1.81 1.73 0.4994
H 0.47 -1.19 -0.84 0.2383
H 2.29 0.31 -1.76 0.2677
H 1.57 1.74 -1.24 0.2924
H -0.80 1.67 -3.85 0.5205
H -0.97 1.17 -0.64 0.4515
H -0.93 0.50 0.95 0.4883
H -1.42 -0.42 -0.34 0.4624
H -2.92 -1.97 -0.04 0.5039
H -2.34 -1.87 -1.50 0.5078
O -2.73 -1.35 -0.77 -0.9471
H -3.65 0.77 1.00 0.4811
H -2.98 1.92 1.78 0.5068
O -3.10 1.56 0.88 -0.9898
H -0.94 2.83 -1.76 0.5023
H -1.89 3.05 -0.52 0.5083
O -0.96 3.02 -0.81 -0.9879
H 2.75 -2.73 -3.35 0.5001
H 1.63 -1.57 -3.50 0.5101
O 1.97 -2.33 -2.96 -1.0088
H -0.95 3.28 2.64 0.5121
H -1.81 2.95 3.96 0.4855
O -1.81 2.94 3.00 -1.0108
H 0.55 -3.05 -2.12 0.5190
H -0.42 -4.31 -1.82 0.4950
O -0.23 -3.39 -1.62 -1.0153
H -1.47 1.08 3.25 0.4998
H -0.04 0.36 2.84 0.5094
O -1.00 0.37 2.78 -0.9955
H 0.32 2.97 1.13 0.4941
H 1.03 4.14 1.77 0.4965
O 0.56 3.33 2.00 -0.9474
H 4.22 3.01 -0.11 0.4884
H 4.13 2.42 -1.52 0.4796
O 3.62 2.56 -0.71 -0.9616
H -0.73 -2.97 2.76 0.4875
H -1.29 -4.43 3.12 0.4963
O -1.15 -3.78 2.43 -0.9675
H 0.09 -4.35 1.13 0.4898
H 0.80 -3.99 -0.19 0.4781
O 0.98 -4.17 0.76 -0.9996
```

[6]
This record from the OMol25 dataset describes the ion C8H9O with charge +1 at a distorted geometry. The level of theory is ωB97M-V/def2-TZVPD.

Calculated values
DFT total energy: -385.0967 hartree
net charge: +1
frontier orbital gap: 10.89 eV
relative energy (zero: lowest compared OMol25 entry of this formula, charge and spin): 19.15 kcal/mol

```
18
Properties=species:S:1:pos:R:3:nbo_charge:R:1
C -2.67 0.03 0.18 -0.1888
C -2.00 -1.18 0.06 -0.1631
C -2.04 1.18 -0.19 -0.1661
C -0.68 -1.20 -0.31 -0.2803
C -0.70 1.18 -0.52 -0.2576
C -0.05 0.00 -0.54 0.2288
C 2.13 -0.85 0.02 -0.0818
C 2.11 0.66 0.29 -0.1009
O 1.35 0.01 -0.80 -0.2760
H -3.75 0.07 0.30 0.2451
H -2.61 -2.05 0.09 0.2438
H -2.71 2.16 0.00 0.2584
H -0.21 -2.22 -0.52 0.2520
H -0.09 2.06 -0.80 0.2477
H 2.98 -1.35 -0.50 0.2561
H 1.49 -1.55 0.53 0.2438
H 1.54 1.08 1.20 0.2705
H 2.94 1.36 -0.04 0.2684
```

| no. | HOMO level (eV) |
| --- | --- |
| 1 | -10.776 |
| 2 | -8.925 |
| 3 | -10.755 |
| 4 | -4.190 |
| 5 | -13.140 |
| 6 | -13.924 |